[1]
Molecular formula: C2H3O2PRb
Method: DFT, ωB97M-V/def2-TZVPD

XYZ file:
```
9
C2H3O2PRb | OMol25 | ωB97M-V/def2-TZVPD
Rb -1.0669 1.4336 0.1422
P 2.1741 -0.6969 -0.9381
O 3.4352 -1.1871 1.3129
O -3.0012 -0.9685 -0.4384
C -3.0597 -2.1769 -0.3827
C 2.6459 -1.4609 0.4978
H 1.7318 -2.1937 -0.8410
H -2.2335 -2.7784 0.0474
H -3.9441 -2.7228 -0.7618
```

Computed properties:
Multiplicity: 1
Lowest unoccupied orbital energy (eV): -4.18
Total charge: +1
HOMO-LUMO gap (Ha): 0.297

Here are the natural (NBO) charges for atoms 1 to 8, given in e: number 1, Rb, carries 0.990; number 2, P, carries 0.046; number 3, O, carries -0.385; number 4, O, carries -0.577; number 5, C, carries 0.314; number 6, C, carries 0.303; number 7, H, carries 0.043; number 8, H, carries 0.124

---

[2]
Molecular formula: C2H3O2Pt
Method: DFT, ωB97M-V/def2-TZVPD

XYZ file:
```
8
C2H3O2Pt | OMol25 | ωB97M-V/def2-TZVPD
Pt 0.5977 0.2208 1.2521
O 1.9215 -0.3015 -0.0056
O 1.1490 0.7422 -0.6560
C -0.9481 0.2174 -0.5401
C -1.2731 -0.4421 0.4818
H -2.1290 -0.5124 1.1469
H -1.2050 1.1325 -1.0718
H 1.8870 -1.0570 -0.6074
```

Computed properties:
Energy above the lowest of the compared OMol25 structures with the same formula, charge and spin (kJ/mol): 453.8
Multiplicity: 3
Lowest unoccupied orbital energy (alpha / beta) (eV): -6.13 / -6.87
Total charge: +1
HOMO-LUMO gap (alpha / beta) (Ha): 0.316 / 0.299

Table of natural (NBO) atomic charges, one value per atom, all in e: number 1, Pt, carries 1.083; number 2, O, carries -0.451; number 3, O, carries -0.329; number 4, C, carries -0.009; number 5, C, carries -0.430; number 6, H, carries 0.315; number 7, H, carries 0.291; number 8, H, carries 0.531

---

[3]
Molecular formula: C2H3O2S2
Method: DFT, ωB97M-V/def2-TZVPD

XYZ file:
```
9
C2H3O2S2 | OMol25 | ωB97M-V/def2-TZVPD
S 2.3072 1.0267 0.1770
S -2.4774 0.6344 0.3724
O -1.5610 -0.8089 -0.0797
O -2.4416 1.6372 -0.6905
C -0.8137 0.0746 0.7290
C 0.3081 0.7992 0.0262
H -0.0091 0.8569 -1.1413
H -0.6597 -0.2356 1.7442
H 0.1587 1.8524 0.3968
```

Computed properties:
Energy above the lowest of the compared OMol25 structures with the same formula, charge and spin (kJ/mol): 351.5
Multiplicity: 1
Lowest unoccupied orbital energy (eV): 3.01
Total charge: -1
HOMO-LUMO gap (Ha): 0.210

Here are the natural (NBO) charges for atoms 1 to 8, given in e: number 1, S, carries -0.691; number 2, S, carries 1.312; number 3, O, carries -0.641; number 4, O, carries -0.913; number 5, C, carries -0.095; number 6, C, carries -0.586; number 7, H, carries 0.212; number 8, H, carries 0.182

---

[4]
Molecular formula: C2H3O2Sr
Method: DFT, ωB97M-V/def2-TZVPD

XYZ file:
```
8
C2H3O2Sr | OMol25 | ωB97M-V/def2-TZVPD
Sr 3.1518 -0.7729 1.6031
O -2.3418 -0.0201 -2.1577
O 0.9272 -0.9689 1.2615
C 0.6223 0.0768 0.5199
C -1.5607 0.3591 -1.3811
H -0.9505 0.0135 0.0592
H 0.1629 0.9592 1.0210
H -0.0112 0.3534 -0.9259
```

Computed properties:
Energy above the lowest of the compared OMol25 structures with the same formula, charge and spin (kJ/mol): 664.0
Multiplicity: 1
Lowest unoccupied orbital energy (alpha / beta) (eV): -5.73 / -5.77
Total charge: +1
HOMO-LUMO gap (alpha / beta) (Ha): 0.179 / 0.179

Table of natural (NBO) atomic charges, one value per atom, all in e: number 1, Sr, carries 1.852; number 2, O, carries -0.427; number 3, O, carries -0.976; number 4, C, carries -0.388; number 5, C, carries 0.439; number 6, H, carries 0.133; number 7, H, carries 0.165; number 8, H, carries 0.201

---

[5]
Molecular formula: C2H3O3S2
Method: DFT, ωB97M-V/def2-TZVPD

XYZ file:
```
10
C2H3O3S2 | OMol25 | ωB97M-V/def2-TZVPD
S 0.0407 0.6373 -1.4474
S -0.0421 2.5563 -0.9602
O -0.9238 -1.7084 0.8208
O 0.5191 -2.3175 -0.8540
O 0.0330 0.4431 1.2080
C 0.5866 -0.1031 0.0710
C -0.0666 -1.5383 -0.1177
H -0.5905 -0.4105 1.4262
H 1.6324 -0.0579 0.1447
H -1.1886 2.4989 -0.2914
```

Computed properties:
SMILES: O=C([O-])[C@H](O)SS
Energy above the lowest of the compared OMol25 structures with the same formula, charge and spin (kJ/mol): 55.0
Multiplicity: 1
Lowest unoccupied orbital energy (eV): 3.19
Total charge: -1
HOMO-LUMO gap (Ha): 0.288

Here are the natural (NBO) charges for atoms 1 to 8, given in e: number 1, S, carries 0.069; number 2, S, carries -0.178; number 3, O, carries -0.764; number 4, O, carries -0.702; number 5, O, carries -0.781; number 6, C, carries -0.166; number 7, C, carries 0.743; number 8, H, carries 0.492

---

[6]
Molecular formula: C2H3O3S2
Method: DFT, ωB97M-V/def2-TZVPD

XYZ file:
```
10
C2H3O3S2 | OMol25 | ωB97M-V/def2-TZVPD
S -0.8256 -1.4596 -0.0438
S 2.9183 -0.8431 -0.0366
O 0.5950 -2.1713 0.0958
O -1.6297 -2.2251 -1.0526
O -1.3052 -1.4069 1.3143
C -0.3548 0.1689 -0.5051
C 1.3956 -1.1660 0.4890
H -0.7658 0.3459 -1.4752
H -0.8532 0.9571 0.1637
H 1.1803 -0.7165 1.5871
```

Computed properties:
Energy above the lowest of the compared OMol25 structures with the same formula, charge and spin (kJ/mol): 370.8
Multiplicity: 1
Lowest unoccupied orbital energy (eV): 3.52
Total charge: -1
HOMO-LUMO gap (Ha): 0.267

Here are the natural (NBO) charges for atoms 1 to 8, given in e: number 1, S, carries 2.287; number 2, S, carries -0.181; number 3, O, carries -0.722; number 4, O, carries -0.955; number 5, O, carries -0.994; number 6, C, carries -1.040; number 7, C, carries 0.005; number 8, H, carries 0.199

---

[7]
Molecular formula: C2H3O5P
Method: DFT, ωB97M-V/def2-TZVPD

XYZ file:
```
11
C2H3O5P | OMol25 | ωB97M-V/def2-TZVPD
P -0.2865 -1.0519 -0.3984
O 0.0982 -2.1642 -1.3584
O -0.4151 2.0532 0.3852
O -1.6755 -1.2806 0.1688
O -0.1315 0.3702 -1.2097
O -1.0616 2.3635 -1.7188
C -0.5760 1.7450 -0.7970
C 0.8437 -0.6510 1.0250
H 0.8238 0.4636 0.8583
H 0.4687 -0.9407 2.0645
H 1.9118 -0.9073 0.9804
```

Computed properties:
SMILES: C[P@@](=O)([O-])OC(=O)[O-]
Energy above the lowest of the compared OMol25 structures with the same formula, charge and spin (kJ/mol): 3.2
Multiplicity: 1
Lowest unoccupied orbital energy (eV): 7.07
Total charge: -2
HOMO-LUMO gap (Ha): 0.282

Here are the natural (NBO) charges for atoms 1 to 8, given in e: number 1, P, carries 2.356; number 2, O, carries -1.212; number 3, O, carries -0.795; number 4, O, carries -1.218; number 5, O, carries -0.934; number 6, O, carries -0.772; number 7, C, carries 0.989; number 8, C, carries -1.080

---

[8]
Molecular formula: C2H3OPS
Method: DFT, ωB97M-V/def2-TZVPD

XYZ file:
```
8
C2H3OPS | OMol25 | ωB97M-V/def2-TZVPD
S 0.2927 0.1320 -1.2605
P -1.5180 0.1117 -2.0981
O 0.9614 -1.1504 -1.4777
C -0.0084 -0.0067 1.6073
C 1.1289 -0.3456 1.6158
H -1.0842 0.3442 1.7731
H 2.0688 -0.6294 1.4645
H -1.8412 1.5443 -1.6245
```

Computed properties:
Energy above the lowest of the compared OMol25 structures with the same formula, charge and spin (kJ/mol): 345.6
Multiplicity: 1
Lowest unoccupied orbital energy (alpha / beta) (eV): -1.17 / -1.18
HOMO-LUMO gap (alpha / beta) (Ha): 0.301 / 0.301

Table of natural (NBO) atomic charges, one value per atom, all in e: number 1, S, carries 0.862; number 2, P, carries 0.040; number 3, O, carries -0.898; number 4, C, carries -0.265; number 5, C, carries -0.204; number 6, H, carries 0.262; number 7, H, carries 0.219; number 8, H, carries -0.015

---

These records have molar mass values of 175.49, 254.12, 123.18, 146.66, 139.18, 139.18, 138.02, 106.09 g/mol, in the order they appear.